Record 1
The following is a DFT calculation (ωB97M-V with the def2-TZVPD basis set) of a 2-piece molecular cluster, CH4IOP overall at a distorted geometry.

```
8
Properties=species:S:1:pos:R:3:nbo_charge:R:1
H 1.39540 -2.86095 -1.39660 -0.1873
H 0.94285 1.48060 0.37621 0.2271
P 0.13368 -2.22615 -1.14476 1.1534
O -0.01308 -2.30703 0.28870 -0.9592
H -0.57586 0.18064 0.23593 0.2614
H -0.42451 2.10676 -0.52833 0.2404
C -0.30621 1.31795 0.22921 -0.8054
I -1.15227 2.30818 1.93964 0.0696
```

Calculated values
SMILES string: O=P.CI
HOMO-LUMO gap, eV: 8.011
Electronic energy, eV: -20536.716
E_LUMO, eV: -1.240

Record 2
The following is a DFT calculation (ωB97M-V with the def2-TZVPD basis set) of C19H26N4O3S as an isolated structure at a distorted geometry.

```
53
Properties=species:S:1:pos:R:3:nbo_charge:R:1
C -4.80147 0.15616 -0.18756 -0.3938
N -2.67242 -0.87252 -0.94024 -0.6122
H -4.53335 0.10140 0.90786 0.2026
N -0.14022 -3.35019 0.00840 -0.1552
C -6.84033 -1.36250 0.69032 -0.5889
H 1.90419 -4.66690 1.14006 0.2426
H 5.28989 -2.06916 0.75755 0.2092
H 2.18121 -1.65168 -2.19410 0.2104
H -6.07784 -1.38796 -1.27320 0.1821
H -5.54487 0.71035 -0.34885 0.2002
H -7.58248 -0.54622 0.27732 0.1915
H -3.46502 1.28530 -1.11216 0.2409
C 3.22187 0.01474 -1.80160 -0.0203
H 1.67149 1.94380 3.03360 0.1652
H 2.68200 0.72171 -2.22391 0.1986
H 5.62242 0.52559 0.22531 0.1811
C 1.65433 3.12851 0.93277 -0.3793
H -6.43273 -1.15203 1.54920 0.1899
H 0.50906 3.50362 1.29097 0.2240
H 2.09157 4.74257 -2.06103 0.2299
O -1.34971 0.75582 0.11517 -0.5846
C 3.69219 -2.26359 -0.66677 -0.2685
H 2.70604 -2.99088 1.75423 0.2552
O -1.12570 -2.54289 -0.42765 -0.2464
C 2.16570 -3.81687 0.84123 -0.6421
H 3.03900 2.89769 -0.55477 0.2424
H 2.47602 5.28873 -0.72157 0.1991
H 1.38222 2.46726 -0.68067 0.2089
H 0.74301 4.79759 -0.91738 0.2056
C -1.59126 -0.37832 -0.20397 0.6078
C 0.95550 -2.96601 0.53998 0.2162
H -4.93960 -1.99624 -0.10070 0.1470
C -3.71634 0.18260 -1.13858 -0.2452
C 2.83646 -1.23344 -1.47478 -0.2181
O 2.57427 -0.73389 1.86292 -0.5892
H 2.96112 1.51447 1.60871 0.2119
C 2.01580 1.92831 1.66500 -0.1723
C 2.05193 3.20729 -0.41026 -0.5027
C 4.60916 -1.56833 0.13152 -0.1421
C -5.50166 -1.29940 -0.28622 -0.3384
S 3.17548 -3.86366 -0.38054 0.3942
C 1.78876 4.42109 -1.05992 -0.6004
H -2.91014 -1.82367 -0.88633 0.4180
H -3.93501 -0.03496 -2.15420 0.2076
C 1.56106 -0.70774 1.27265 0.6765
N 4.16936 0.64157 -0.85279 -0.4113
H 2.34033 3.85329 1.72857 0.1913
N 1.12914 0.72256 1.24606 -0.6625
C 4.97610 -0.04983 -0.18081 0.0861
H -7.34800 -2.28963 0.46023 0.2135
C 0.59168 -1.48589 0.52599 -0.2128
H 0.36553 0.97782 0.75584 0.3807
C -0.62577 -1.38545 -0.08094 0.2564
```

Calculated values
HOMO-LUMO gap, eV: 7.965
Electronic energy, eV: -43047.548
E_LUMO, eV: -0.426

Record 3
The following is a DFT calculation (ωB97M-V with the def2-TZVPD basis set) of C43H36N7O5PReS2 as an isolated structure at a distorted geometry.

```
95
Properties=species:S:1:pos:R:3:lowdin_charge:R:1
N 3.23364 -0.09118 0.59136 0.1085
H 5.03009 -0.85626 -4.30759 0.0915
H 4.83641 -2.10165 0.66953 0.1233
H -1.67265 -3.02596 3.70657 0.1168
H -6.06705 -2.34576 3.21523 0.1148
C -3.61264 4.86247 -3.01430 0.0038
C -3.26453 0.28249 3.53385 -0.0743
C -4.16944 -1.68997 2.48637 -0.0718
H -2.59010 4.48425 -6.21208 0.1067
C -2.58301 -4.14167 -1.44414 -0.0624
H -4.46343 1.14360 5.08681 0.1120
C 2.19973 3.84009 3.06391 0.0422
N 0.13932 1.84128 -3.23028 0.0178
H -2.19110 3.13862 -0.76770 0.0715
H -1.06114 2.85937 -5.12127 0.1085
C 2.01692 0.67813 -3.26130 -0.8654
P -1.60402 -0.89681 1.66674 0.8065
S 3.52136 0.06131 -2.68500 1.0214
C 2.44557 -4.49100 -1.21985 0.0120
C -1.83482 -4.49923 -0.33334 -0.0734
C -0.82241 2.40043 -2.50472 -0.3864
C -1.77965 3.42456 -4.54762 -0.0177
H -3.02207 -0.86089 -0.73350 0.1229
H 0.20924 -3.30700 -1.84195 0.1629
O -0.82789 2.22930 -1.23290 -0.1860
C 3.01040 1.89583 1.69735 0.0110
H 3.34646 -0.56215 -6.31232 0.0921
N 1.22684 -0.57149 -0.46652 -0.0062
H -6.25341 -0.53683 4.87688 0.1153
Re 0.97487 1.60841 -0.34913 1.8277
C 1.51659 -2.41275 4.65809 -0.0547
H 0.03564 -3.81224 5.31160 0.1164
C -4.37932 0.35888 4.35031 -0.0585
C -2.76043 3.94848 -2.37951 -0.2553
C -0.69084 -2.57495 3.72452 -0.0756
C 0.26535 -3.01193 4.62520 -0.0488
C 2.49472 -0.96441 -0.01525 -0.3385
C 4.56258 -4.07305 -0.14816 -0.0323
C -2.63084 4.32784 -5.14676 -0.0677
H 2.79175 -1.63414 -5.00773 0.0800
C 0.84073 -0.89458 2.93520 -0.0922
C 2.02520 2.85841 2.08669 -0.2325
H 3.99890 -5.93822 -1.04926 0.1230
H 3.18485 4.02857 3.45747 0.1338
H 2.76353 -0.85438 3.87003 0.1049
H -1.02655 4.80969 3.25014 0.1275
H -4.18281 5.78262 -4.84312 0.1149
C -3.15788 -0.74349 2.60265 -0.2720
C -0.39294 -1.52408 2.86475 -0.2701
H 5.54156 -4.42431 0.13509 0.1205
C -1.49977 -3.55042 0.62117 -0.0782
C -3.53938 5.05601 -4.37232 -0.0502
N 1.10815 1.27418 -2.51730 -0.2353
H -1.17224 3.14181 1.41298 0.1232
C -1.92387 -2.23820 0.46742 -0.3131
S 1.66917 0.49430 -4.95565 1.0169
H 2.26527 -2.76648 5.35143 0.1149
H 4.60288 0.83244 -4.67938 0.0947
H 1.01240 -0.03268 2.30575 0.0604
C -3.01035 -2.83014 -1.59931 -0.0525
H -1.52333 -5.52414 -0.19844 0.1147
C 4.21482 -0.13855 -4.36819 -0.4527
O 1.45190 3.70969 -0.82733 -0.1179
H 1.19878 5.29783 4.26949 0.1302
C -0.14124 4.29233 2.92204 0.0175
O -1.14512 0.34952 0.98840 -0.3753
C -5.28456 -1.60620 3.30243 -0.0554
C 1.09831 4.55440 3.49534 0.0055
C -2.68741 -1.88542 -0.64261 -0.1012
C 2.06340 -3.18239 -0.94439 -0.1581
C -5.38740 -0.58722 4.23507 -0.0531
H -3.60804 -2.55281 -2.45348 0.1174
C 3.09453 -0.61559 -5.25519 -0.4816
H -4.31467 5.40247 -2.40019 0.1229
C 2.61040 3.70633 -1.32447 -0.4888
N 2.62758 1.09178 0.74366 -0.1710
H -2.84290 -4.88351 -2.18343 0.1154
C 0.48223 -1.41966 -1.12195 -0.1117
H -0.47727 -1.07896 -1.49216 0.1438
H 2.99349 4.68897 -1.64928 0.1548
C 3.69350 -4.92927 -0.82263 -0.0267
C -0.23231 3.35604 1.90397 -0.0648
H -0.91196 -3.83079 1.48284 0.1028
H -4.08777 -2.48771 1.76238 0.1033
C 2.92996 -2.31575 -0.25370 -0.1059
C 1.80190 -1.34439 3.82361 -0.0652
H 1.77684 -5.14570 -1.75565 0.1241
N 0.84654 -2.67283 -1.37499 0.1842
C -1.81311 3.23248 -3.16166 -0.0820
O -2.86016 3.79709 -1.06541 0.0807
N 0.81387 2.65306 1.49830 -0.0522
C 4.18570 -2.78029 0.14460 0.0143
H 3.92992 1.73950 2.24413 0.1578
O 3.28781 2.69470 -1.45800 -0.0798
H -2.46775 1.00992 3.61108 0.1043
```

Calculated values
2S+1: 4
HOMO-LUMO gap (spin up / spin down), eV: 5.487 / 4.592
Net charge: +2
Electronic energy, eV: -98922.112
E_LUMO (spin up / spin down), eV: -6.606 / -7.456

Taking the records one at a time from the top gives energy relative to the best compared isomer or geometry (same formula, charge and spin) values of 45.2, 419.2, 28.5 kcal per mole.